Computed, not measured: an isolated molecule of C2H3NOS2 in a non-equilibrium geometry, with wB97M-V/def2-TZVPD.

Values from the calculation:
* relative energy (zero: lowest compared OMol25 entry of this formula, charge and spin): 3.907 eV

Cartesian coordinates (Å):
1 S -2.34494 0.04675 0.31733
2 C -0.77089 -0.13985 0.14905
3 C 0.11567 0.99796 0.07730
4 S 1.86857 0.43767 0.51959
5 O 1.49222 -0.94760 -0.28727
6 N -0.12989 -1.28853 0.04369
7 H 0.14927 1.22005 -0.99708
8 H -0.24312 1.92127 0.61804
9 H -0.13689 -2.24772 -0.44064

Here are the Löwdin charges for atoms 1 to 8, given in e: number 1, S, carries 0.7131; number 2, C, carries -1.0594; number 3, C, carries -0.4352; number 4, S, carries 0.8748; number 5, O, carries -0.5585; number 6, N, carries 0.0724; number 7, H, carries 0.0928; number 8, H, carries 0.1054